1.
{"formula": "C9H11N3O3", "method": "ωB97M-V with the def2-TZVPD basis set", "symbols": ["C", "C", "C", "C", "C", "C", "C", "C", "C", "N", "N", "N", "O", "O", "O", "H", "H", "H", "H", "H", "H", "H", "H", "H", "H", "H"], "coordinates": [[3.7901, 2.0821, -0.2627], [2.5664, 2.3670, -0.7548], [4.0248, 0.7461, 0.2428], [1.4846, 1.5206, -0.5632], [3.0002, -0.1033, 0.4067], [1.6964, 0.2309, 0.0355], [-2.2857, -1.4812, 0.6329], [-1.2278, -1.7014, -0.5731], [-3.3526, 0.6822, 0.4507], [-3.3992, -0.5999, 0.2855], [-0.3455, -0.6313, -0.7050], [-4.2936, 1.4667, -0.1429], [-5.0606, 0.9984, -1.0011], [-4.3376, 2.6327, 0.2323], [0.6917, -0.7365, 0.2192], [4.5715, 2.7901, -0.4791], [2.4257, 3.3847, -1.1330], [4.9240, 0.4159, 0.6928], [0.4706, 1.7437, -0.9178], [3.1102, -1.1402, 0.8981], [-2.6688, -2.4086, 0.8767], [-1.7212, -1.0420, 1.4605], [-0.7141, -2.6221, -0.3117], [-1.7149, -1.9453, -1.4793], [-2.9062, 1.0819, 1.2700], [-4.1021, -0.7403, -0.5595]], "forces_ev_per_a": [[1.65, -2.66, -0.01], [-1.36, 1.27, 0.38], [0.25, 2.92, 0.01], [-1.09, -2.47, 0.38], [-2.26, -3.29, 1.12], [-0.12, 2.15, -1.41], [0.91, 1.93, -1.90], [-0.39, -0.88, 2.72], [-0.79, 0.46, -0.34], [-1.37, -2.18, -2.88], [1.34, 1.51, -0.37], [-0.33, 0.33, -0.33], [0.08, -0.79, -0.25], [-0.02, 1.08, 0.27], [-0.48, 0.05, -0.55], [0.42, -0.06, 0.44], [-0.26, -0.51, -0.19], [1.18, 0.16, -0.08], [0.57, 0.09, 0.18], [0.13, 1.75, -0.88], [-0.75, -1.91, 0.67], [-0.26, -0.12, -0.03], [0.37, -0.23, 0.32], [-0.71, 0.43, -1.10], [1.60, 1.38, 1.92], [1.71, -0.43, 1.89]], "mulliken_charge": [-0.509, -0.437, -0.399, -0.176, -0.295, 0.465, -0.785, -0.479, -0.270, -0.140, -0.392, 0.894, -0.707, -0.611, -0.115, 0.361, 0.304, 0.365, 0.393, 0.234, 0.346, 0.377, 0.410, 0.415, 0.430, 0.322], "e_lumo_ev": [-0.69, -0.77], "homo_ev": [-8.82, -7.83], "spin_multiplicity": 1, "total_energy_ev": -20116.5491, "relative_energy_kcal_mol": 124.8, "fmax_ev_per_a": 4.145, "gap_ev": [8.13, 7.07]}


2.
{"formula": "C9H11N3O3S", "method": "ωB97M-V with the def2-TZVPD basis set", "symbols": ["C", "H", "H", "H", "C", "C", "C", "C", "O", "O", "H", "H", "H", "H", "C", "O", "C", "H", "H", "S", "C", "N", "C", "N", "N", "H", "H"], "coordinates": [[-2.4253, -0.4979, -1.7320], [-1.7766, -1.3025, -2.0701], [-3.4208, -0.8915, -1.5465], [-2.4708, 0.2628, -2.5074], [-1.8728, 0.1140, -0.4431], [-2.7120, 1.3007, 0.0759], [-1.6564, 2.2514, 0.6246], [-0.4017, 1.8585, -0.1371], [0.6124, 2.4780, -0.2516], [-0.5774, 0.6515, -0.7007], [-1.8814, 3.3047, 0.4743], [-1.4656, 2.0894, 1.6878], [-3.4305, 0.9652, 0.8212], [-3.2530, 1.7594, -0.7525], [-1.8324, -1.0043, 0.6105], [-2.8511, -1.3723, 1.1375], [-0.5061, -1.6097, 0.9720], [-0.6736, -2.5498, 1.4981], [0.0534, -0.9160, 1.6114], [0.6186, -1.9193, -0.4294], [1.8200, -0.7329, -0.0286], [1.8701, -0.0427, 1.0919], [2.9738, 0.7193, 0.9355], [3.6000, 0.5289, -0.1954], [2.8595, -0.4025, -0.8173], [3.0942, -0.7327, -1.7390], [3.3006, 1.4151, 1.6786]], "forces_ev_per_a": [[0.21, 0.12, 0.22], [0.00, -0.07, -0.07], [-0.09, -0.02, 0.02], [-0.01, 0.08, -0.04], [-0.89, -0.05, -0.12], [0.03, -0.05, 0.06], [0.00, -0.12, -0.12], [-0.06, 0.81, 0.44], [0.02, -0.06, -0.10], [0.07, -0.22, -0.28], [0.09, -0.02, 0.03], [0.03, 0.02, 0.00], [-0.02, 0.01, -0.10], [0.01, -0.04, -0.01], [0.27, 0.21, -0.11], [-0.04, -0.03, -0.03], [0.34, -0.33, -0.10], [-0.01, 0.14, 0.00], [-0.14, -0.09, 0.05], [-0.19, -0.59, 0.09], [0.17, 0.17, 0.20], [-0.33, -0.32, -0.10], [0.09, -0.22, -0.39], [0.88, 0.58, -0.10], [-0.62, -0.21, 0.35], [0.00, 0.08, 0.11], [0.18, 0.23, 0.10]], "mulliken_charge": [-1.737, 0.310, 0.409, 0.466, 1.351, -0.887, -0.562, 0.530, -0.583, -0.389, 0.386, 0.243, 0.348, 0.374, 0.250, -0.584, -0.616, 0.540, 0.384, -0.255, 0.475, -0.475, -0.115, -0.726, 0.216, 0.193, 0.455], "e_lumo_ev": 0.49, "homo_ev": -8.80, "spin_multiplicity": 1, "smiles": "C[C@]1(C(=O)CSc2ncn[nH]2)CCC(=O)O1", "total_energy_ev": -30959.6572, "relative_energy_kcal_mol": 13.5, "fmax_ev_per_a": 1.061, "gap_ev": 9.29}


3.
{"formula": "C9H11N5RhS2", "method": "ωB97M-V with the def2-TZVPD basis set", "symbols": ["Rh", "S", "C", "C", "N", "C", "S", "C", "N", "N", "C", "C", "N", "C", "C", "H", "H", "H", "H", "H", "H", "H", "H", "H", "H", "H", "N", "C"], "coordinates": [[-2.0150, 0.1024, -0.9148], [-2.1733, -1.1855, 1.1040], [-2.7458, 0.0366, 2.1337], [-3.0219, -0.3647, 3.4740], [-3.2581, -0.7077, 4.5461], [-2.9405, 1.3892, 1.7822], [-2.6543, 2.0782, 0.2607], [-3.3926, 2.2837, 2.7985], [-3.7536, 3.0057, 3.6174], [2.9757, -0.8190, -0.3572], [2.3641, -1.1489, -1.6877], [0.8451, -1.0814, -1.5486], [0.3856, 0.2177, -1.0463], [1.0497, 0.5994, 0.2013], [2.5731, 0.5565, 0.0842], [3.9916, -0.9146, -0.3829], [2.6271, -1.4928, 0.3295], [2.6833, -2.1426, -1.9976], [2.7269, -0.4223, -2.4136], [0.5009, -1.8617, -0.8625], [0.3844, -1.2745, -2.5172], [0.5312, 0.9302, -1.7560], [0.7176, -0.0806, 0.9920], [0.7429, 1.6060, 0.4818], [3.0468, 0.7869, 1.0369], [2.9267, 1.2644, -0.6645], [-2.6916, -0.8630, -3.8791], [-2.4260, -0.4975, -2.8142]], "forces_ev_per_a": [[0.48, -0.14, -0.39], [-0.30, 0.10, 0.32], [0.26, -0.23, -0.32], [-0.13, -0.03, 0.26], [0.07, 0.01, -0.06], [0.16, 0.12, -0.36], [-0.26, 0.02, 0.42], [-0.12, 0.15, 0.23], [0.05, -0.03, -0.07], [0.03, 0.00, -0.01], [-0.37, -0.14, -0.25], [0.16, 0.05, -0.05], [-0.25, -0.02, -0.01], [0.18, -0.02, -0.09], [-0.34, 0.30, 0.19], [0.03, 0.02, -0.03], [0.12, -0.06, 0.05], [0.07, 0.00, 0.10], [0.10, 0.04, 0.08], [-0.04, 0.02, 0.01], [-0.02, -0.02, 0.01], [-0.05, 0.04, -0.03], [-0.05, 0.02, -0.01], [-0.01, -0.01, 0.03], [0.06, -0.12, -0.01], [0.10, -0.09, -0.04], [0.17, 0.00, 0.03], [-0.12, 0.01, 0.00]], "mulliken_charge": [-0.091, -0.261, 0.734, -0.210, -0.294, 0.765, -0.210, -0.216, -0.289, -0.115, -0.739, -0.672, 0.114, -0.758, -0.764, 0.360, 0.382, 0.425, 0.368, 0.280, 0.477, 0.338, 0.337, 0.430, 0.422, 0.371, -0.424, 0.239], "e_lumo_ev": [-3.91, -6.41], "homo_ev": [-11.77, -12.83], "spin_multiplicity": 5, "total_charge": 1, "total_energy_ev": -41630.2703, "fmax_ev_per_a": 0.639, "gap_ev": [7.85, 6.42]}


4.
{"formula": "C9H11NO", "method": "ωB97M-V with the def2-TZVPD basis set", "symbols": ["C", "C", "C", "C", "C", "C", "C", "C", "C", "H", "H", "H", "H", "H", "H", "H", "H", "H", "H", "H", "N", "O"], "coordinates": [[-3.1874, -0.1779, -0.1855], [-1.4904, 1.3178, 0.7771], [-0.8648, -0.8996, -0.3953], [0.5252, -0.5345, -0.2438], [1.3727, -1.2505, 0.5514], [2.7905, -1.0227, 0.6310], [3.2972, 0.0507, -0.0728], [2.4503, 0.9343, -0.8582], [1.0746, 0.4588, -0.9487], [-3.6497, 0.6300, -0.6221], [-3.3742, -1.2668, -0.6893], [-3.7913, -0.4107, 0.7976], [-0.5953, 1.3303, 0.9168], [-2.0391, 1.2009, 1.5624], [-1.6185, 2.4149, 0.1599], [0.9774, -2.1412, 1.0888], [3.3812, -1.5012, 1.1956], [4.3372, 0.1947, 0.1757], [2.8829, 1.5083, -1.3910], [0.5297, 1.0469, -1.6612], [-1.8222, 0.0617, 0.0258], [-1.1862, -1.9441, -0.8141]], "forces_ev_per_a": [[-1.86, -5.48, 1.95], [-6.87, 1.28, -8.70], [-1.70, 3.68, 1.81], [1.29, -0.37, 0.90], [1.99, -2.48, 1.59], [-6.92, 4.19, -4.55], [-1.07, 1.32, -0.03], [-5.48, -11.91, 8.19], [3.50, 4.44, -2.00], [-1.21, 1.60, -1.46], [0.70, 3.04, 0.49], [1.21, 0.79, -1.19], [10.37, -0.08, 2.24], [-3.21, 0.45, 5.09], [-0.45, -3.10, 1.46], [0.19, 0.80, -0.30], [4.03, -3.99, 4.20], [0.36, 0.66, -0.76], [4.73, 8.06, -6.93], [-0.82, 0.05, -0.18], [2.32, 0.59, -0.38], [-1.09, -3.56, -1.44]], "mulliken_charge": [-1.009, -1.283, 0.344, 0.056, 0.002, -0.997, -0.033, -1.285, 0.184, 0.378, 0.278, 0.289, 0.499, 0.546, 0.197, 0.312, 0.605, 0.321, 0.630, 0.412, 0.117, -0.565], "e_lumo_ev": 0.74, "homo_ev": -9.06, "spin_multiplicity": 1, "smiles": "CN(C)C(=O)c1ccccc1", "total_energy_ev": -13044.7306, "relative_energy_kcal_mol": 100.2, "fmax_ev_per_a": 15.460, "gap_ev": 9.80}


5.
{"formula": "C9H11NO2P", "method": "ωB97M-V with the def2-TZVPD basis set", "symbols": ["C", "C", "C", "C", "C", "C", "C", "C", "C", "N", "O", "O", "P", "H", "H", "H", "H", "H", "H", "H", "H", "H", "H", "H"], "coordinates": [[0.2197, 0.2734, 1.5754], [1.0354, -1.6451, 0.2337], [0.8196, -0.2224, 2.6445], [1.5985, -2.1427, 1.3090], [0.2893, -0.3499, 0.2993], [1.7365, -1.3759, 2.4901], [-1.4125, 1.1777, -0.6475], [-0.4604, 0.0760, -0.7842], [-0.2006, -0.3348, -2.2792], [2.3397, -1.8433, 3.5554], [3.2189, -2.8178, 3.6982], [-0.5735, 0.6337, -3.1712], [-1.6704, 3.4709, -0.8335], [-0.6305, 1.0064, 1.7798], [0.9090, -2.1774, -0.7029], [0.8641, 0.3187, 3.6252], [2.1691, -3.1222, 1.2029], [-2.1578, 1.0113, -1.3171], [-1.8277, 1.3622, 0.3967], [-0.7004, -1.2948, -2.3402], [0.8700, -0.4933, -2.3990], [2.1804, -1.2300, 4.3897], [-0.6808, 1.4717, -2.5641], [-1.1332, 3.7542, 0.2814]], "forces_ev_per_a": [[-3.09, 1.08, -0.55], [-2.73, 3.17, -1.90], [3.17, -1.13, 1.94], [3.15, -2.45, 0.65], [1.02, -2.04, -0.27], [-2.34, 0.46, 0.02], [1.01, -0.44, 2.99], [-0.29, 2.55, -0.94], [1.02, -0.75, 3.15], [1.19, 0.55, 2.37], [-0.83, 0.49, -0.42], [-1.24, 2.98, 0.70], [-1.49, -1.24, -4.23], [1.71, -0.53, -0.52], [0.34, -0.21, 0.14], [-0.42, -0.61, -0.87], [-0.86, 1.31, 0.58], [-2.42, 0.00, -1.86], [0.54, -0.59, -1.49], [-0.40, -0.28, -1.03], [0.31, -0.43, 0.13], [0.41, -0.83, -0.65], [0.21, -1.91, -1.90], [2.01, 0.85, 3.99]], "mulliken_charge": [-0.538, -0.636, -0.629, -0.515, 0.866, 0.520, -2.016, 0.909, -0.615, 0.095, -0.725, -0.600, 0.035, 0.047, 0.289, 0.142, 0.293, 0.757, 0.276, 0.297, 0.321, 0.182, 0.311, -0.066], "e_lumo_ev": [3.43, 2.20], "homo_ev": [-2.10, -3.01], "spin_multiplicity": 3, "total_charge": -1, "total_energy_ev": -24379.3926, "fmax_ev_per_a": 4.655, "gap_ev": [5.52, 5.21]}